# C3H2S2

C3H2S2 in the gas phase in a non-equilibrium geometry (ωB97M-V/def2-TZVPD, the Open Molecules 2025 dataset).

Values from the calculation:
- Gap between HOMO and LUMO: 8.29 eV
- Relative energy (zero: lowest compared OMol25 entry of this formula, charge and spin): 108.4 kJ/mol
- SMILES: C=C=C1SS1
- Lowest unoccupied orbital energy: -0.4 eV

Positions of all 7 atoms, in Å:
C (0.22, 0.44, -0.04)
C (-1.06, 0.31, 0.18)
C (1.46, -0.04, -0.03)
S (-2.75, 0.74, -0.04)
S (-1.94, -1.19, -0.02)
H (2.03, -0.39, -0.97)
H (2.04, 0.14, 0.92)

***

# C41H46CrP2

A molecular structure, C41H46CrP2 in a non-equilibrium geometry (ωB97M-V/def2-TZVPD, the Open Molecules 2025 dataset).

Values from the calculation:
- Gap between HOMO and LUMO (alpha / beta): 3.63 / 5.81 eV
- Expectation value of S²: 6.1922
- Lowest unoccupied orbital energy (alpha / beta): 0.4 / 0.0 eV
- Spin multiplicity: 5

Positions of all 90 atoms, in Å:
Cr (-0.79, 2.02, -3.98)
C (0.53, 2.63, -5.39)
C (0.20, 3.68, -4.43)
C (-0.75, 4.80, -4.76)
C (-2.16, 4.30, -5.14)
C (-2.44, 2.88, -4.70)
C (-2.07, 1.70, -5.48)
C (-1.42, 1.82, -6.83)
C (-0.07, 2.59, -6.78)
C (-1.32, -0.77, 0.20)
H (1.56, 2.26, -5.36)
H (0.98, 3.97, -3.72)
H (-0.36, 5.45, -5.55)
H (-0.84, 5.45, -3.87)
H (-2.89, 4.96, -4.65)
H (-2.32, 4.44, -6.23)
H (-3.36, 2.82, -4.10)
H (-2.70, 0.81, -5.39)
H (-2.08, 2.30, -7.57)
H (-1.23, 0.81, -7.22)
H (0.63, 2.05, -7.43)
H (-0.19, 3.58, -7.24)
H (-0.39, -1.15, -0.25)
H (-1.89, -1.61, 0.64)
H (-1.08, -0.05, 0.98)
P (1.27, 1.84, -1.02)
P (-2.32, 0.01, -1.04)
C (-0.35, 2.20, -1.73)
C (-1.60, 1.45, -1.90)
C (1.91, 3.34, -0.24)
C (1.66, 4.64, -0.75)
C (2.15, 5.75, -0.06)
C (2.85, 5.60, 1.15)
C (3.09, 4.32, 1.66)
C (2.62, 3.20, 0.96)
C (2.31, 1.36, -2.42)
C (1.96, 0.22, -3.16)
C (2.85, -0.30, -4.11)
C (4.04, 0.36, -4.39)
C (4.36, 1.54, -3.70)
C (3.51, 2.03, -2.71)
C (-3.86, 0.53, -0.21)
C (-3.75, 1.45, 0.85)
C (-4.87, 1.79, 1.61)
C (-6.12, 1.23, 1.30)
C (-6.24, 0.34, 0.23)
C (-5.11, -0.02, -0.52)
C (-2.72, -1.16, -2.35)
C (-2.15, -2.45, -2.36)
C (-2.36, -3.29, -3.45)
C (-3.15, -2.87, -4.53)
C (-3.72, -1.59, -4.51)
C (-3.52, -0.74, -3.43)
H (-0.54, 3.27, -1.51)
H (-2.45, 2.16, -2.02)
H (1.10, 4.77, -1.67)
H (1.98, 6.75, -0.46)
H (3.21, 6.47, 1.69)
H (3.63, 4.19, 2.59)
H (2.79, 2.19, 1.35)
H (1.00, -0.27, -3.00)
H (2.59, -1.22, -4.62)
H (4.72, -0.03, -5.14)
H (5.28, 2.07, -3.92)
H (3.76, 2.94, -2.16)
H (-2.78, 1.90, 1.09)
H (-4.78, 2.49, 2.44)
H (-7.00, 1.50, 1.89)
H (-7.22, -0.08, -0.03)
H (-5.21, -0.73, -1.35)
H (-1.56, -2.79, -1.50)
H (-1.91, -4.28, -3.46)
H (-3.30, -3.52, -5.39)
H (-4.34, -1.26, -5.35)
H (-3.95, 0.26, -3.43)
C (4.00, -1.19, 1.66)
C (2.55, -0.92, 2.07)
C (1.83, -2.25, 2.28)
C (2.49, -0.08, 3.35)
C (1.90, -0.17, 0.99)
C (1.42, 0.55, 0.12)
H (4.55, -1.71, 2.46)
H (4.53, -0.25, 1.45)
H (4.03, -1.81, 0.76)
H (2.29, -2.81, 3.10)
H (0.77, -2.09, 2.53)
H (1.89, -2.86, 1.37)
H (3.02, 0.87, 3.22)
H (1.45, 0.14, 3.61)
H (2.95, -0.61, 4.19)

***

# C36H42Cl2NOP3Ru

A molecular structure, C36H42Cl2NOP3Ru in a non-equilibrium geometry (ωB97M-V/def2-TZVPD, the Open Molecules 2025 dataset).

Values from the calculation:
- Gap between HOMO and LUMO (alpha / beta): 4.93 / 5.19 eV
- Charge: +2
- Relative energy (zero: lowest compared OMol25 entry of this formula, charge and spin): 224.0 kJ/mol
- Expectation value of S²: 6.0336
- Lowest unoccupied orbital energy (alpha / beta): -4.7 / -8.1 eV
- Spin multiplicity: 5

Positions of all 86 atoms, in Å:
P (1.38, 1.03, -2.09)
C (3.12, 1.23, -2.43)
C (3.69, 0.68, -3.59)
H (3.10, 0.02, -4.23)
C (5.01, 0.98, -3.93)
H (5.44, 0.55, -4.84)
C (5.77, 1.83, -3.12)
H (6.80, 2.07, -3.39)
C (5.21, 2.37, -1.95)
H (5.80, 3.03, -1.32)
C (3.89, 2.07, -1.60)
H (3.45, 2.48, -0.69)
C (0.77, -0.34, -3.08)
C (1.37, -1.60, -2.92)
H (2.27, -1.70, -2.31)
C (0.81, -2.72, -3.55)
H (1.25, -3.70, -3.38)
C (-0.28, -2.56, -4.40)
H (-0.71, -3.43, -4.91)
C (-0.83, -1.30, -4.62)
H (-1.67, -1.17, -5.31)
C (-0.31, -0.18, -3.96)
H (-0.73, 0.81, -4.15)
C (0.48, 2.51, -2.51)
C (0.76, 3.14, -3.74)
H (1.54, 2.73, -4.39)
C (0.05, 4.28, -4.13)
H (0.27, 4.74, -5.09)
C (-0.94, 4.81, -3.29)
H (-1.49, 5.69, -3.60)
C (-1.20, 4.21, -2.05)
H (-1.95, 4.62, -1.38)
C (-0.49, 3.07, -1.65)
H (-0.65, 2.64, -0.66)
Ru (0.19, -0.42, 1.85)
C (-1.66, -1.37, 1.61)
C (-2.16, -1.50, 0.36)
H (-2.21, -1.76, 2.48)
C (-1.37, -0.75, -0.71)
O (-2.22, 0.30, -1.22)
H (-1.72, 0.93, -1.78)
C (-0.19, -0.21, -0.01)
H (-1.06, -1.43, -1.53)
C (0.91, 0.49, -0.11)
Cl (-0.30, -1.20, 4.14)
Cl (2.20, 0.52, 2.80)
P (1.47, -2.34, 1.92)
C (2.38, -2.77, 3.45)
H (1.66, -3.08, 4.22)
H (2.90, -1.87, 3.80)
H (3.09, -3.57, 3.25)
C (0.47, -3.83, 1.58)
H (-0.02, -3.73, 0.61)
H (-0.29, -3.92, 2.37)
H (1.11, -4.72, 1.58)
C (2.76, -2.33, 0.65)
H (3.26, -1.35, 0.66)
H (2.31, -2.50, -0.34)
H (3.49, -3.12, 0.86)
P (-3.73, -2.30, -0.07)
C (-4.25, -3.32, 1.30)
C (-3.41, -3.27, -1.54)
H (-4.35, -2.71, 2.20)
H (-3.51, -4.12, 1.47)
H (-5.22, -3.77, 1.04)
H (-3.04, -2.63, -2.35)
H (-4.34, -3.76, -1.85)
H (-2.65, -4.04, -1.31)
C (-4.90, -0.99, -0.42)
H (-5.10, -0.42, 0.50)
H (-5.84, -1.43, -0.79)
H (-4.46, -0.32, -1.17)
H (1.56, 0.96, 0.61)
N (-0.67, 1.39, 2.61)
C (-0.76, 1.81, 3.70)
C (-0.88, 2.30, 5.02)
C (-2.15, 2.37, 5.62)
C (-2.28, 2.87, 6.92)
C (-1.15, 3.31, 7.62)
C (0.12, 3.22, 7.03)
C (0.26, 2.71, 5.74)
H (-3.02, 2.01, 5.06)
H (-3.27, 2.92, 7.38)
H (-1.25, 3.71, 8.62)
H (1.01, 3.55, 7.57)
H (1.24, 2.61, 5.27)

***

# C28H24Cl5N4O2S3Se2V

A molecular structure, C28H24Cl5N4O2S3Se2V (ωB97M-V/def2-TZVPD, the Open Molecules 2025 dataset).

Values from the calculation:
- Gap between HOMO and LUMO (alpha / beta): 7.26 / 7.51 eV
- Relative energy (zero: lowest compared OMol25 entry of this formula, charge and spin): 65.2 kJ/mol
- Expectation value of S²: 2.0218
- Lowest unoccupied orbital energy (alpha / beta): -0.6 / -0.4 eV
- Spin multiplicity: 3

Positions of all 69 atoms, in Å:
V (-0.76, 0.79, -1.11)
C (-3.34, -2.16, -2.06)
Se (-2.15, -1.40, -0.72)
C (-3.52, -0.70, 0.48)
C (-4.25, 0.52, -0.03)
Se (-3.11, 2.06, -0.47)
C (-3.06, 2.76, 1.34)
H (-3.67, -3.12, -1.66)
H (-2.76, -2.32, -2.97)
H (-4.18, -1.52, -2.28)
H (-3.00, -0.51, 1.41)
H (-4.21, -1.53, 0.64)
H (-4.93, 0.88, 0.74)
H (-4.84, 0.30, -0.92)
H (-4.07, 3.06, 1.61)
H (-2.42, 3.64, 1.34)
H (-2.67, 2.04, 2.05)
S (2.45, 3.79, -1.15)
C (1.09, 4.68, -1.70)
C (-0.01, 3.89, -1.88)
C (0.22, 2.52, -1.57)
C (1.53, 2.34, -1.16)
C (2.04, 1.03, -0.80)
C (3.35, 0.77, -0.41)
C (3.74, -0.55, -0.20)
C (2.81, -1.57, -0.37)
C (1.51, -1.22, -0.70)
N (1.14, 0.03, -0.91)
H (1.18, 5.74, -1.87)
H (-0.95, 4.28, -2.23)
H (4.05, 1.58, -0.29)
H (4.76, -0.77, 0.08)
H (3.08, -2.60, -0.23)
H (0.73, -1.97, -0.79)
Cl (1.77, 0.20, -3.71)
C (0.13, 0.27, -4.26)
C (-0.94, 0.52, -3.38)
C (-2.15, 0.61, -4.07)
Cl (-3.60, 1.07, -3.23)
C (-2.34, 0.41, -5.44)
Cl (-3.90, 0.52, -6.15)
C (-1.25, 0.13, -6.24)
Cl (-1.43, -0.12, -7.92)
C (0.00, 0.08, -5.64)
Cl (1.38, -0.23, -6.63)
N (4.94, -3.24, 4.44)
C (3.66, -2.91, 4.05)
C (3.19, -3.31, 2.79)
C (1.89, -3.03, 2.42)
C (1.05, -2.33, 3.28)
C (1.51, -1.94, 4.52)
C (2.80, -2.22, 4.91)
S (-0.61, -1.97, 2.76)
O (-1.31, -1.43, 3.91)
O (-1.15, -3.15, 2.14)
N (-0.48, -0.86, 1.60)
C (-0.25, 0.41, 1.92)
S (0.18, 1.02, 3.50)
C (0.37, 2.60, 2.83)
C (0.06, 2.60, 1.52)
N (-0.31, 1.37, 1.00)
H (5.60, -3.45, 3.71)
H (5.33, -2.70, 5.20)
H (3.84, -3.87, 2.13)
H (1.51, -3.35, 1.46)
H (0.84, -1.42, 5.19)
H (3.16, -1.92, 5.89)
H (0.67, 3.44, 3.43)
H (0.08, 3.46, 0.87)

***

# C3H5ClF2

2 unconnected molecules or ions with the total composition C3H5ClF2 in a non-equilibrium geometry (ωB97M-V/def2-TZVPD, the Open Molecules 2025 dataset).

Values from the calculation:
- Gap between HOMO and LUMO (alpha / beta): 8.41 / 9.14 eV
- Relative energy (zero: lowest compared OMol25 entry of this formula, charge and spin): 413.7 kJ/mol
- Lowest unoccupied orbital energy (alpha / beta): -0.3 / 0.2 eV

Positions of all 11 atoms, in Å:
C (-0.72, 0.58, -0.51)
C (-0.41, -0.78, 0.18)
C (2.62, 0.05, -0.68)
F (-0.59, -1.87, -0.58)
F (2.56, 1.34, -0.32)
Cl (3.75, -0.76, 0.29)
H (-0.45, 0.36, -1.55)
H (-0.14, 1.28, 0.05)
H (-1.68, 0.96, -0.47)
H (-0.75, -0.92, 1.22)
H (1.62, -0.44, -0.68)

***

# C5H17N2O3

3 unconnected molecules or ions with the total composition C5H17N2O3 in a non-equilibrium geometry (ωB97M-V/def2-TZVPD, the Open Molecules 2025 dataset).

Values from the calculation:
- Gap between HOMO and LUMO: 8.24 eV
- Charge: -1
- Relative energy (zero: lowest compared OMol25 entry of this formula, charge and spin): 134.5 kJ/mol
- Lowest unoccupied orbital energy: 3.7 eV

Positions of all 27 atoms, in Å:
C (1.02, 2.07, 0.38)
N (-0.39, 1.83, 0.08)
C (-0.66, 0.63, -0.61)
C (-1.75, -0.29, -0.08)
C (-1.16, -1.30, 1.01)
O (0.22, -1.25, 1.10)
C (-0.99, 0.74, -2.22)
N (0.19, 1.06, -3.02)
H (1.38, 1.15, 0.83)
H (1.56, 2.42, -0.49)
H (1.13, 2.87, 1.13)
H (-1.02, 2.59, 0.26)
H (0.22, 0.03, -0.72)
H (-2.55, 0.23, 0.47)
H (-2.26, -0.94, -0.80)
H (-1.52, -2.27, 0.69)
H (-1.69, -1.11, 1.97)
H (-1.97, 1.18, -2.48)
H (-1.20, -0.27, -2.59)
H (0.91, 0.39, -2.75)
H (0.67, 1.90, -2.68)
H (0.61, -1.02, 2.44)
H (1.89, -0.91, 3.12)
O (0.98, -0.85, 3.44)
H (0.78, -1.90, -0.08)
H (2.28, -1.92, 0.05)
O (1.66, -2.17, -0.65)

***

# C28H53IN7O9

7 unconnected molecules or ions with the total composition C28H53IN7O9 in a non-equilibrium geometry (ωB97M-V/def2-TZVPD, the Open Molecules 2025 dataset).

Values from the calculation:
- Gap between HOMO and LUMO: 5.66 eV
- Charge: +1
- Lowest unoccupied orbital energy: -4.3 eV

Positions of all 98 atoms, in Å:
O (1.18, -2.29, 0.25)
C (2.05, -2.27, -0.56)
O (2.58, -1.11, -1.01)
C (2.03, -0.68, -2.26)
C (1.97, -1.72, -3.39)
C (0.67, -2.46, -3.51)
C (0.64, -3.82, -3.78)
C (-0.58, -4.46, -3.82)
N (-1.72, -3.79, -3.59)
C (-1.72, -2.47, -3.34)
C (-3.05, -1.81, -3.04)
C (-2.72, -0.65, -2.12)
O (-2.55, 0.45, -2.48)
I (-2.43, -1.21, -0.06)
C (-0.53, -1.78, -3.31)
H (2.43, -3.19, -1.01)
H (2.67, 0.12, -2.61)
H (1.07, -0.22, -2.04)
H (2.11, -1.16, -4.32)
H (2.76, -2.45, -3.29)
H (1.55, -4.36, -3.95)
H (-0.64, -5.52, -4.01)
H (-2.58, -4.32, -3.61)
H (-3.57, -1.48, -3.94)
H (-3.65, -2.51, -2.48)
H (-0.48, -0.72, -3.13)
C (-0.87, 5.35, -3.62)
O (-0.75, 5.04, -4.79)
N (-1.29, 4.52, -2.65)
C (-1.41, 4.92, -1.26)
C (-1.64, 3.16, -3.02)
H (-0.62, 6.36, -3.25)
H (-0.77, 4.29, -0.64)
H (-2.45, 4.80, -0.94)
H (-1.12, 5.95, -1.12)
H (-0.78, 2.67, -3.48)
H (-2.45, 3.18, -3.76)
H (-1.95, 2.62, -2.15)
C (-0.57, 7.10, 2.04)
O (-0.43, 6.83, 0.86)
N (-1.03, 6.24, 2.97)
C (-1.18, 6.62, 4.37)
C (-1.39, 4.89, 2.57)
H (-0.34, 8.09, 2.45)
H (-0.56, 5.98, 5.00)
H (-2.22, 6.52, 4.67)
H (-0.87, 7.66, 4.50)
H (-0.52, 4.39, 2.13)
H (-2.18, 4.93, 1.81)
H (-1.74, 4.33, 3.43)
C (1.13, 1.76, -6.13)
O (0.74, 0.95, -5.29)
N (0.34, 2.50, -6.90)
C (0.87, 3.44, -7.87)
C (-1.10, 2.37, -6.77)
H (2.21, 1.94, -6.31)
H (0.53, 4.45, -7.62)
H (0.54, 3.18, -8.87)
H (1.96, 3.43, -7.85)
H (-1.40, 2.62, -5.76)
H (-1.40, 1.34, -6.99)
H (-1.59, 3.04, -7.47)
C (-4.00, 0.24, 5.16)
O (-3.62, 1.40, 5.07)
N (-3.20, -0.83, 5.06)
C (-3.70, -2.19, 5.16)
C (-1.78, -0.62, 4.83)
H (-5.06, -0.02, 5.33)
H (-3.22, -2.71, 5.99)
H (-3.50, -2.74, 4.24)
H (-4.78, -2.18, 5.33)
H (-1.37, -0.03, 5.65)
H (-1.64, -0.06, 3.90)
H (-1.27, -1.58, 4.77)
C (-0.64, -3.26, 3.87)
O (-1.42, -3.08, 4.79)
N (0.04, -4.40, 3.64)
C (0.94, -4.51, 2.51)
C (-0.13, -5.52, 4.55)
H (-0.43, -2.48, 3.12)
H (0.61, -5.33, 1.86)
H (1.95, -4.72, 2.86)
H (0.94, -3.59, 1.95)
H (-1.18, -5.83, 4.57)
H (0.15, -5.23, 5.56)
H (0.49, -6.35, 4.22)
C (4.65, -4.18, 4.23)
O (3.46, -4.19, 4.46)
N (5.33, -3.13, 3.73)
C (6.75, -3.17, 3.49)
C (4.59, -1.91, 3.44)
H (5.29, -5.06, 4.43)
H (7.26, -2.41, 4.08)
H (6.96, -2.99, 2.43)
H (7.15, -4.15, 3.76)
H (4.11, -1.54, 4.34)
H (3.81, -2.12, 2.70)
H (5.27, -1.16, 3.05)

***

# C36H33F3IN6PRuS2

A molecular structure, C36H33F3IN6PRuS2 (ωB97M-V/def2-TZVPD, the Open Molecules 2025 dataset).

Values from the calculation:
- Gap between HOMO and LUMO (alpha / beta): 6.29 / 4.40 eV
- Charge: +4
- Relative energy (zero: lowest compared OMol25 entry of this formula, charge and spin): 0.0 kJ/mol
- Expectation value of S²: 6.0448
- Lowest unoccupied orbital energy (alpha / beta): -11.3 / -13.2 eV
- Spin multiplicity: 5

Positions of all 83 atoms, in Å:
Ru (-0.96, -0.12, 0.54)
N (-2.67, 1.19, 1.77)
N (-4.02, 0.91, 1.52)
C (-4.36, -0.24, 0.94)
N (-5.64, -0.53, 0.77)
S (-3.15, -1.35, 0.41)
H (-2.49, 1.10, 2.77)
H (-2.49, 2.16, 1.50)
H (-4.72, 1.56, 1.86)
H (-6.39, 0.06, 1.10)
H (-5.90, -1.38, 0.29)
I (0.23, -0.16, 2.94)
C (1.41, 1.51, 3.46)
C (1.89, 1.36, 4.73)
C (2.72, 2.33, 5.29)
C (3.04, 3.43, 4.55)
C (2.56, 3.59, 3.23)
C (2.95, 4.75, 2.52)
C (2.54, 4.95, 1.23)
C (1.72, 4.00, 0.62)
C (1.28, 2.86, 1.27)
P (0.23, 1.90, 0.12)
C (-1.13, 3.03, -0.29)
C (-1.47, 4.07, 0.59)
C (-2.54, 4.90, 0.30)
C (-3.27, 4.72, -0.87)
C (-2.94, 3.69, -1.75)
C (-1.88, 2.84, -1.45)
C (1.35, 1.68, -1.28)
C (1.15, 2.22, -2.55)
C (2.10, 2.01, -3.54)
C (3.23, 1.25, -3.27)
C (3.44, 0.72, -2.00)
C (2.50, 0.93, -1.01)
C (1.70, 2.61, 2.62)
H (1.64, 0.48, 5.32)
H (3.10, 2.21, 6.30)
H (3.69, 4.20, 4.96)
H (3.59, 5.47, 3.01)
H (2.84, 5.83, 0.69)
H (1.41, 4.18, -0.40)
H (-0.90, 4.24, 1.49)
H (-2.79, 5.71, 0.97)
H (-4.08, 5.39, -1.12)
H (-3.49, 3.56, -2.67)
H (-1.62, 2.06, -2.15)
H (0.29, 2.84, -2.76)
H (1.96, 2.44, -4.52)
H (3.97, 1.10, -4.05)
H (4.34, 0.17, -1.79)
H (2.68, 0.54, -0.01)
N (-2.00, -3.89, 2.39)
C (-0.90, -4.12, 1.70)
S (-0.15, -2.91, 0.78)
N (-0.39, -5.41, 1.84)
C (0.63, -6.08, 1.22)
C (1.13, -5.76, -0.08)
C (2.13, -6.51, -0.60)
C (2.67, -7.61, 0.13)
C (2.15, -7.95, 1.40)
C (1.14, -7.21, 1.94)
H (-2.46, -3.00, 2.31)
H (-2.47, -4.61, 2.92)
H (-0.83, -5.96, 2.57)
H (0.67, -4.97, -0.66)
H (2.51, -6.30, -1.60)
H (3.46, -8.20, -0.31)
H (2.56, -8.79, 1.94)
H (0.74, -7.47, 2.91)
F (-1.31, -1.28, -6.41)
C (-0.19, -1.10, -5.73)
F (0.40, 0.02, -6.16)
F (0.63, -2.12, -5.97)
C (-0.46, -0.96, -4.24)
C (-1.67, -0.47, -3.79)
C (-1.84, -0.28, -2.43)
N (-0.87, -0.55, -1.54)
C (0.28, -1.07, -1.99)
C (0.53, -1.29, -3.33)
H (-2.47, -0.24, -4.47)
H (-2.77, 0.10, -2.04)
H (1.04, -1.30, -1.25)
H (1.48, -1.70, -3.64)